Entry from the OMol25 dataset: 10 unconnected molecules or ions with the total composition C45H88Br4F3N11O16P2S at a distorted geometry (wB97M-V/def2-TZVPD).

Values from the calculation:
HOMO: -6.4 eV
Maximum force: 6.93 eV/A
E_LUMO: -0.151 eV

Geometry as ORCA input:
```
! wB97M-V def2-TZVPD RIJCOSX def2/J DEFGRID3
* xyz 0 1
C -2.920 -1.675 -2.407
C -1.355 -1.341 -2.131
Br -0.393 -0.722 -3.693
C -0.712 -1.438 -0.884
Br -2.084 -1.989 0.514
N 0.664 -1.199 -0.423
N 0.937 -2.466 0.200
C 1.930 -1.163 -1.281
C 2.228 -2.337 -2.300
Br 3.115 -3.983 -1.518
C 3.157 -2.059 -3.560
C 2.969 -3.354 -4.551
Br 2.946 -0.466 -4.649
C 3.194 -0.453 -0.477
C 3.950 -1.375 0.626
C 5.452 -1.788 0.312
O 5.880 -2.441 -0.661
O 6.487 -1.320 1.222
C 4.282 0.274 -1.435
P 5.457 1.466 -0.577
O 5.287 2.871 -1.206
O 7.064 0.995 -1.006
O 5.307 1.525 1.110
C 2.239 0.670 0.260
C 2.182 2.167 -0.272
O 2.156 3.082 0.652
O 2.152 2.613 -1.559
C 0.732 0.050 0.458
C 0.600 -0.017 2.045
C 1.592 -0.863 2.930
C 0.881 -1.351 4.305
F -0.524 -1.474 4.471
C 1.703 -1.731 5.397
F 2.791 -0.939 5.812
F 1.459 -2.960 6.064
P -0.693 1.355 0.223
S -1.013 2.008 -1.538
H -3.566 -0.971 -1.755
H -3.193 -1.488 -3.499
H -3.118 -2.768 -2.115
H 0.469 -3.216 -0.356
H 0.597 -2.568 1.150
H 1.751 -0.262 -1.997
H 1.233 -2.779 -2.693
H 4.255 -2.152 -3.209
H 3.861 -4.070 -4.408
H 2.978 -3.038 -5.647
H 2.034 -3.960 -4.307
H 3.392 -2.370 0.828
H 3.991 -0.879 1.671
H 6.799 -2.060 1.787
H 3.791 0.896 -2.279
H 4.943 -0.478 -2.016
H 7.658 1.775 -0.919
H 6.018 2.149 1.428
H 2.847 0.842 1.231
H 0.667 1.075 2.426
H -0.494 -0.316 2.287
H 2.038 -1.811 2.489
H 2.482 -0.214 3.288
H -1.929 0.888 0.800
H -0.295 2.473 1.060
C -4.371 6.031 0.537
N -4.265 4.586 0.602
C -5.471 3.802 0.779
C -3.071 3.944 0.501
O -2.913 2.734 0.547
H -4.812 6.397 1.466
H -5.012 6.301 -0.306
H -3.390 6.489 0.402
H -5.383 3.212 1.696
H -5.582 3.119 -0.067
H -6.344 4.452 0.843
H -2.221 4.632 0.368
C -3.077 -5.804 5.974
N -2.200 -5.470 4.871
C -1.289 -4.349 5.011
C -2.204 -6.174 3.704
O -1.495 -5.945 2.740
H -3.716 -4.945 6.194
H -2.470 -6.042 6.852
H -3.703 -6.663 5.730
H -1.503 -3.616 4.232
H -0.264 -4.705 4.886
H -1.399 -3.886 5.992
H -2.932 -7.002 3.702
C 4.077 4.128 5.109
N 5.286 4.174 4.315
C 6.561 4.345 4.986
C 5.264 4.063 2.955
O 6.242 4.093 2.228
H 3.980 5.063 5.666
H 4.142 3.290 5.809
H 3.198 3.996 4.475
H 7.042 5.253 4.615
H 7.203 3.490 4.757
H 6.419 4.419 6.064
H 4.247 3.938 2.549
C -2.248 -6.907 -0.519
N -1.486 -6.105 -1.457
C -2.037 -5.852 -2.775
C -0.272 -5.582 -1.140
O 0.420 -4.899 -1.882
H -2.415 -7.897 -0.953
H -3.210 -6.421 -0.336
H -1.715 -7.014 0.428
H -1.350 -6.241 -3.531
H -2.141 -4.773 -2.919
H -3.009 -6.333 -2.881
H 0.053 -5.834 -0.117
C -4.937 8.897 -4.415
N -4.724 7.721 -3.598
C -3.397 7.136 -3.538
C -5.731 7.145 -2.882
O -5.617 6.158 -2.178
H -4.686 8.661 -5.452
H -4.290 9.702 -4.056
H -5.976 9.226 -4.364
H -3.445 6.103 -3.890
H -3.051 7.138 -2.502
H -2.702 7.703 -4.158
H -6.695 7.666 -2.997
C -2.245 -12.339 -2.536
N -2.888 -11.182 -1.947
C -3.443 -11.291 -0.611
C -2.987 -9.995 -2.608
O -3.513 -8.987 -2.169
H -2.968 -13.156 -2.596
H -1.406 -12.641 -1.904
H -1.875 -12.114 -3.537
H -4.513 -11.072 -0.649
H -2.959 -10.559 0.039
H -3.289 -12.295 -0.213
H -2.533 -10.020 -3.611
C 12.196 -0.497 -0.220
N 11.014 0.254 0.145
C 9.896 -0.445 0.751
C 10.919 1.602 -0.062
O 9.956 2.295 0.221
H 11.919 -1.268 -0.944
H 12.609 -0.970 0.675
H 12.953 0.153 -0.662
H 9.010 -0.311 0.125
H 9.697 -0.013 1.735
H 10.116 -1.508 0.853
H 11.822 2.031 -0.526
C -5.167 2.415 -6.393
N -5.146 1.078 -5.838
C -6.391 0.339 -5.739
C -3.995 0.492 -5.406
O -3.911 -0.627 -4.930
H -5.821 3.044 -5.784
H -5.551 2.371 -7.416
H -4.165 2.848 -6.406
H -6.573 0.084 -4.692
H -6.305 -0.586 -6.315
H -7.220 0.934 -6.122
H -3.111 1.137 -5.526
C -7.250 8.879 4.534
N -6.050 8.917 3.723
C -4.766 9.091 4.375
C -6.090 8.794 2.365
O -5.122 8.818 1.629
H -7.338 9.819 5.085
H -7.176 8.047 5.240
H -8.137 8.743 3.914
H -4.289 9.995 3.991
H -4.129 8.234 4.145
H -4.894 9.174 5.455
H -7.112 8.667 1.973
*
```


Entry from the OMol25 dataset: 15 unconnected molecules or ions with the total composition C45H90O15 at a distorted geometry (wB97M-V/def2-TZVPD).

Values from the calculation:
HOMO: -9.1 eV
Maximum force: 2.63 eV/A
Relative energy (zero: lowest compared OMol25 entry of this formula, charge and spin): 0.0 kcal per mole
E_LUMO: 0.465 eV

Geometry as ORCA input:
```
! wB97M-V def2-TZVPD RIJCOSX def2/J DEFGRID3
* xyz 0 1
C -1.970 -3.366 2.690
C -1.073 -4.180 3.585
O 0.111 -4.305 3.298
C -1.666 -4.635 4.898
H -2.958 -3.928 2.568
H -1.407 -3.216 1.774
H -2.063 -2.426 3.200
H -1.726 -3.726 5.496
H -1.044 -5.320 5.474
H -2.651 -4.939 4.829
C 0.064 -4.328 -1.299
C 0.272 -4.524 -2.783
O -0.425 -4.108 -3.697
C 1.488 -5.384 -3.137
H 0.228 -5.182 -0.710
H -0.943 -3.953 -1.191
H 0.724 -3.533 -0.859
H 1.753 -5.235 -4.201
H 1.353 -6.455 -2.982
H 2.429 -5.215 -2.527
C -4.431 -2.305 -0.392
C -5.109 -1.036 -0.699
O -4.575 -0.168 -1.379
C -6.568 -0.915 -0.274
H -5.021 -2.943 0.271
H -3.598 -2.114 0.274
H -4.157 -2.718 -1.370
H -6.585 -1.253 0.720
H -7.231 -1.476 -0.967
H -6.899 0.087 -0.503
C 1.479 4.152 -4.722
C 0.719 2.851 -4.966
O -0.129 2.504 -4.138
C 1.031 2.110 -6.214
H 2.486 4.109 -5.059
H 1.376 4.505 -3.714
H 1.015 4.916 -5.337
H 0.614 1.122 -6.065
H 2.102 2.069 -6.417
H 0.538 2.691 -7.007
C 1.106 -1.649 5.169
C 0.027 -1.993 6.213
O -0.961 -1.304 6.313
C 0.383 -3.114 7.176
H 0.600 -1.609 4.238
H 1.968 -2.326 5.130
H 1.423 -0.655 5.367
H 1.259 -2.751 7.720
H 0.729 -4.019 6.687
H -0.421 -3.240 7.853
C -3.582 0.419 4.134
C -4.143 0.434 2.756
O -4.265 -0.650 2.185
C -4.456 1.814 2.142
H -2.474 0.509 4.030
H -3.833 -0.545 4.585
H -3.910 1.263 4.780
H -4.636 2.630 2.819
H -5.320 1.699 1.481
H -3.604 1.987 1.407
C 1.165 2.779 -0.468
C 1.685 3.977 0.291
O 1.548 4.067 1.512
C 2.317 5.069 -0.529
H 1.105 3.046 -1.523
H 0.191 2.484 -0.063
H 1.871 1.942 -0.407
H 2.948 4.719 -1.320
H 2.830 5.761 0.165
H 1.550 5.735 -0.964
C 3.919 1.031 4.490
C 3.059 1.363 3.323
O 3.454 1.249 2.170
C 1.594 1.817 3.575
H 3.676 -0.001 4.730
H 3.630 1.658 5.341
H 4.974 1.111 4.268
H 1.178 1.328 4.420
H 1.094 1.554 2.621
H 1.638 2.912 3.731
C 3.404 -2.619 2.584
C 4.183 -3.158 1.429
O 4.549 -4.314 1.446
C 4.443 -2.297 0.224
H 3.887 -3.008 3.504
H 2.512 -3.208 2.555
H 3.301 -1.530 2.620
H 5.355 -2.664 -0.223
H 4.506 -1.267 0.582
H 3.575 -2.347 -0.428
C 0.925 -0.762 0.863
C -0.481 -0.217 0.699
O -1.084 0.150 1.701
C -1.025 -0.332 -0.661
H 1.655 0.006 1.077
H 1.187 -1.363 0.032
H 0.956 -1.313 1.803
H -1.026 -1.418 -0.959
H -0.487 0.202 -1.434
H -2.075 0.039 -0.610
C -1.350 3.394 3.295
C -2.475 4.427 3.387
O -3.242 4.446 4.323
C -2.638 5.360 2.204
H -1.382 2.640 4.103
H -0.447 3.976 3.298
H -1.351 2.912 2.303
H -1.686 5.768 1.811
H -3.248 6.166 2.608
H -3.111 4.831 1.363
C 3.846 -2.855 -3.547
C 2.750 -1.849 -3.336
O 2.468 -1.337 -2.256
C 2.048 -1.395 -4.618
H 3.794 -3.549 -2.687
H 4.854 -2.438 -3.571
H 3.716 -3.480 -4.429
H 2.688 -0.759 -5.238
H 1.118 -0.882 -4.367
H 1.798 -2.205 -5.322
C -3.377 2.638 -2.184
C -2.438 3.496 -1.446
O -2.244 3.309 -0.257
C -1.750 4.683 -2.110
H -2.791 2.038 -2.906
H -4.146 3.236 -2.698
H -3.755 1.867 -1.485
H -1.238 5.201 -1.291
H -2.488 5.298 -2.555
H -0.997 4.385 -2.872
C 4.703 1.361 -0.732
C 4.694 1.046 -2.190
O 5.474 0.259 -2.686
C 3.616 1.699 -3.038
H 4.330 2.359 -0.479
H 5.676 1.225 -0.250
H 4.030 0.629 -0.199
H 2.665 1.468 -2.570
H 3.692 1.370 -4.073
H 3.693 2.770 -3.007
C -2.730 -2.071 -5.794
C -1.891 -0.880 -5.524
O -1.107 -0.468 -6.356
C -2.003 -0.182 -4.214
H -3.589 -2.229 -5.124
H -2.048 -2.913 -5.658
H -3.071 -1.899 -6.821
H -1.335 0.687 -4.116
H -1.815 -0.917 -3.452
H -3.038 0.052 -4.054
*
```


Q: What is the formula in the second record?
A: C45H90O15


Q: The highest HOMO belongs to which entry?
A: C45H88Br4F3N11O16P2S